Entry 1:
Below is the molecule C4H11NOS at a distorted geometry, with properties calculated with the ωB97M-V functional and the def2-TZVPD basis.

Atoms and positions in Å:
C: -0.19 0.73 0.62
N: -0.89 -0.41 0.05
C: -2.30 -0.24 0.25
O: -3.07 -1.29 -0.30
C: 1.14 1.01 -0.03
C: 2.17 -0.13 0.01
S: 1.91 -1.53 -1.10
H: 0.00 0.48 1.67
H: -0.75 1.67 0.64
H: -0.67 -0.65 -0.91
H: -2.54 -0.13 1.32
H: -2.70 0.70 -0.15
H: -2.62 -2.07 0.02
H: 0.93 1.34 -1.06
H: 1.58 1.89 0.44
H: 3.11 0.33 -0.30
H: 2.33 -0.54 1.00
H: 2.54 -1.16 -2.17

The net charge is 0. The highest occupied orbital energy is -9.0 eV. Its SMILES is OCNCCCS. Its HOMO-LUMO gap is 9.827 eV.

***

Entry 2:
Below is the molecule C4H11NOS at a distorted geometry, with properties calculated with the ωB97M-V functional and the def2-TZVPD basis.

Atoms and positions in Å:
C: -1.58 1.22 -1.24
C: -0.29 -2.15 0.48
C: 1.16 1.52 0.43
C: -0.27 -1.27 -0.73
N: 0.22 0.74 1.20
O: -2.19 0.04 1.01
S: -1.11 0.29 0.08
H: -2.64 1.43 -1.03
H: -1.05 2.07 -1.51
H: 0.41 -1.80 1.18
H: -1.24 -2.28 0.78
H: 0.14 -3.27 0.26
H: 0.83 2.49 0.10
H: 1.93 1.86 1.14
H: 1.59 0.82 -0.49
H: -0.96 -1.69 -1.60
H: 0.64 -1.03 -1.06
H: -0.19 1.28 1.95

The net charge is 0. The highest occupied orbital energy is -7.8 eV. Its SMILES is C=[S@@](=O)(CC)NC. Its HOMO-LUMO gap is 8.594 eV.

***

Entry 3:
Below is the molecule C4H11NOSi at a distorted geometry, with properties calculated with the ωB97M-V functional and the def2-TZVPD basis.

Atoms and positions in Å:
C: 0.91 1.75 0.32
C: 2.09 -1.44 -0.08
C: -2.33 1.12 -0.24
C: 0.90 -0.46 -0.16
N: 1.03 0.59 0.74
O: -1.98 -0.21 0.09
Si: -0.86 -1.33 0.27
H: 0.92 2.73 0.83
H: 0.82 2.02 -0.76
H: 2.01 -1.83 0.92
H: 3.00 -0.95 -0.27
H: 1.98 -2.23 -0.76
H: -1.51 1.61 -0.52
H: -2.80 1.56 0.59
H: -3.01 1.03 -1.08
H: 0.84 0.01 -1.26
H: -1.28 -2.53 -0.40
H: -0.73 -1.46 1.76

The net charge is 0. The highest occupied orbital energy is -9.2 eV. Its SMILES is C=N[C@@H](C)[SiH2]OC. Its HOMO-LUMO gap is 10.203 eV.

***

Entry 4:
Below is the ion C4H11NP with charge +1 at a distorted geometry, with properties calculated with the ωB97M-V functional and the def2-TZVPD basis.

Atoms and positions in Å:
C: -0.52 -0.24 0.46
C: 0.15 0.99 -0.29
C: -1.90 -0.60 0.22
C: 1.66 0.98 -0.10
N: -2.74 -0.92 1.14
P: 2.27 -0.78 -0.66
H: 0.20 -1.11 -0.01
H: -0.25 -0.09 1.46
H: 0.00 0.97 -1.37
H: 0.04 2.03 0.06
H: -2.17 -0.51 -0.87
H: 2.16 1.75 -0.68
H: 2.03 1.04 0.90
H: -2.44 -1.03 2.10
H: -3.66 -1.19 0.70
H: 3.65 -0.58 -1.26
H: 1.52 -0.70 -1.79

The net charge is +1. The highest occupied orbital energy is -12.5 eV. Its SMILES is [NH2+]=CCCCP. Its HOMO-LUMO gap is 7.593 eV.

***

Entry 5:
Below is a cluster of 2 separate species, C4H11NP2 in total at a distorted geometry, with properties calculated with the ωB97M-V functional and the def2-TZVPD basis.

Atoms and positions in Å:
C: 0.61 2.76 2.76
C: -0.71 -2.74 -2.19
C: 0.56 2.43 1.27
C: -1.54 -2.66 -0.85
N: 0.96 -0.18 0.40
P: -0.21 0.60 1.01
P: -0.36 -2.91 0.59
H: 0.57 3.84 2.82
H: -0.32 2.50 3.32
H: 1.50 2.37 3.24
H: -0.04 -2.01 -2.29
H: -0.24 -3.77 -2.35
H: -1.47 -2.70 -2.97
H: 1.42 2.48 0.71
H: -0.27 3.07 0.76
H: -2.30 -3.52 -0.86
H: -2.03 -1.74 -0.76
H: -1.16 -2.27 1.53

The net charge is 0. As for the expectation value of S²: 2.026. The highest occupied orbital energy (alpha / beta) is -7.5 / -9.4 eV. As for the multiplicity: 3. Its HOMO-LUMO gap (alpha / beta) is 7.340 / 7.781 eV.

***

Entry 6:
Below is a structure of composition C4H11NPS at a distorted geometry, with properties calculated with the ωB97M-V functional and the def2-TZVPD basis.

Atoms and positions in Å:
C: -0.89 1.55 0.27
C: 1.57 -0.28 -1.08
C: 0.98 -0.92 1.19
C: -1.11 0.25 -0.36
N: 0.52 -0.84 -0.12
P: -2.49 -0.87 0.30
S: -3.98 0.26 -0.04
H: -0.21 1.43 1.15
H: -0.40 2.16 -0.54
H: -1.84 1.97 0.27
H: 2.51 -0.20 -0.61
H: 1.62 -0.98 -2.02
H: 1.31 0.81 -1.44
H: 0.28 -1.40 1.90
H: 1.87 -1.43 1.40
H: 1.16 0.08 1.64
H: -1.11 0.19 -1.46
H: 0.19 -1.79 -0.46

The net charge is +1. The highest occupied orbital energy is -13.1 eV. Its HOMO-LUMO gap is 7.662 eV.

***

Entry 7:
Below is the ion C4H11NPS with charge +1 at a distorted geometry, with properties calculated with the ωB97M-V functional and the def2-TZVPD basis.

Atoms and positions in Å:
C: -0.84 -2.73 -0.13
C: 1.69 0.42 -0.57
C: -0.22 1.55 0.59
C: -0.65 -0.03 -1.14
N: 0.24 0.29 -0.10
P: -1.40 -1.52 -1.38
S: -2.83 -2.03 -2.61
H: -1.68 -3.15 0.49
H: -0.45 -3.61 -0.72
H: -0.01 -2.61 0.62
H: 1.86 1.52 -0.69
H: 2.44 -0.03 0.20
H: 1.87 -0.03 -1.55
H: 0.35 2.32 0.13
H: -1.22 1.82 0.57
H: 0.13 1.54 1.66
H: -0.90 0.79 -1.65
H: 0.07 -0.52 0.47

The net charge is +1. The highest occupied orbital energy is -12.7 eV. Its SMILES is C[NH+](C)C=P(C)=S. Its HOMO-LUMO gap is 8.664 eV.

***

Entry 8:
Below is the molecule C4H11NS at a distorted geometry, with properties calculated with the ωB97M-V functional and the def2-TZVPD basis.

Atoms and positions in Å:
C: -0.23 2.25 -0.71
N: -0.69 1.00 -0.14
C: 0.39 0.13 0.34
C: 0.08 -1.32 0.02
S: 0.90 -2.51 1.09
C: -1.35 2.94 -1.49
H: 0.66 2.15 -1.34
H: 0.06 2.92 0.10
H: -1.21 0.50 -0.85
H: 1.37 0.39 -0.09
H: 0.48 0.26 1.42
H: 0.32 -1.48 -1.03
H: -1.00 -1.47 0.07
H: 1.95 -1.75 1.42
H: -2.13 3.25 -0.79
H: -1.78 2.25 -2.21
H: -0.98 3.86 -1.93

The net charge is 0. The highest occupied orbital energy is -9.1 eV. Its SMILES is CCNCCS. Its HOMO-LUMO gap is 10.083 eV.

***

Entry 9:
Below is a cluster of 2 separate species, C4H11NS in total at a distorted geometry, with properties calculated with the ωB97M-V functional and the def2-TZVPD basis.

Atoms and positions in Å:
C: 2.13 -0.11 0.58
C: 0.68 0.09 1.14
C: 0.59 -0.86 0.12
S: -2.05 0.84 -0.10
C: -3.50 0.12 -0.73
N: 2.24 0.86 -0.48
H: 2.73 -1.00 0.43
H: 2.61 0.30 1.63
H: 0.08 0.96 0.96
H: 0.50 -0.17 2.17
H: 0.47 -1.89 0.19
H: 0.07 -0.50 -0.75
H: -3.67 -0.86 -0.41
H: -4.38 0.69 -0.72
H: -3.39 -0.03 -1.76
H: 3.18 0.86 -0.99
H: 1.69 0.71 -1.27

The net charge is 0. The highest occupied orbital energy is -6.3 eV. Its HOMO-LUMO gap is 5.205 eV.

***

Entry 10:
Below is a cluster of 2 separate species, C4H11NS in total at a distorted geometry, with properties calculated with the ωB97M-V functional and the def2-TZVPD basis.

Atoms and positions in Å:
C: -0.71 0.35 4.02
S: -1.21 -1.35 3.69
C: -2.35 -1.10 2.33
H: -0.44 0.81 3.06
H: 0.26 0.32 4.52
H: -1.42 0.90 4.62
H: -2.62 -2.10 1.97
H: -3.26 -0.57 2.60
H: -1.89 -0.55 1.50
C: 0.82 0.62 -3.98
C: 2.81 0.20 -2.87
N: 1.86 1.00 -3.05
H: 0.69 1.45 -4.68
H: -0.14 0.49 -3.46
H: 1.04 -0.23 -4.64
H: 3.64 0.56 -2.28
H: 2.91 -0.78 -3.36

The net charge is 0. The highest occupied orbital energy is -8.5 eV. Its SMILES is C=NC.CSC. Its HOMO-LUMO gap is 9.437 eV.

***

Entry 11:
Below is the molecule C4H11NS at a distorted geometry, with properties calculated with the ωB97M-V functional and the def2-TZVPD basis.

Atoms and positions in Å:
C: 0.61 0.75 -0.88
C: -0.52 1.74 -0.67
S: -1.99 1.43 -1.70
C: 0.29 -0.65 -0.25
N: 0.22 -0.58 1.19
C: 0.05 -1.87 1.83
H: 0.77 0.53 -1.93
H: 1.54 1.12 -0.43
H: -0.15 2.74 -0.91
H: -0.85 1.81 0.36
H: -1.50 2.02 -2.80
H: -0.67 -0.91 -0.69
H: 1.06 -1.33 -0.66
H: 1.10 -0.17 1.51
H: -0.42 -1.72 2.80
H: 1.00 -2.39 2.01
H: -0.55 -2.52 1.21

The net charge is 0. The highest occupied orbital energy is -8.9 eV. Its SMILES is CNCCCS. Its HOMO-LUMO gap is 9.922 eV.

***

Entry 12:
Below is the molecule C4H11NS at a distorted geometry, with properties calculated with the ωB97M-V functional and the def2-TZVPD basis.

Atoms and positions in Å:
C: -0.95 -0.36 2.74
C: -0.42 -0.68 1.31
C: 0.55 0.24 0.57
C: 0.85 -0.38 -0.82
S: 0.85 0.88 -2.21
N: -1.58 -0.71 0.43
H: -1.98 0.19 2.71
H: -0.13 0.15 3.37
H: -1.00 -1.30 3.24
H: -0.02 -1.71 1.25
H: 0.24 1.32 0.32
H: 1.43 0.46 1.21
H: 1.85 -0.75 -1.04
H: -0.01 -0.97 -1.10
H: 1.02 2.12 -1.64
H: -2.01 -1.62 0.60
H: -2.07 0.14 0.53

The net charge is 0. The highest occupied orbital energy is -8.7 eV. Its SMILES is C[C@@H](N)CCS. Its HOMO-LUMO gap is 9.681 eV.

***

Entry 13:
Below is the molecule C4H11NS at a distorted geometry, with properties calculated with the ωB97M-V functional and the def2-TZVPD basis.

Atoms and positions in Å:
C: 0.04 0.98 -1.22
C: 1.55 1.18 -0.66
S: 2.71 -0.27 -0.79
C: -0.50 -0.15 -0.37
N: -0.82 0.02 1.00
C: -1.54 -1.09 1.56
H: 0.23 0.50 -2.26
H: -0.54 1.89 -1.15
H: 2.02 1.94 -1.39
H: 1.38 1.50 0.43
H: 1.90 -1.34 -0.66
H: 0.22 -0.94 -0.51
H: -1.45 -0.48 -0.76
H: -0.04 0.38 1.57
H: -0.92 -2.00 1.39
H: -1.62 -0.85 2.66
H: -2.61 -1.27 1.18

The net charge is 0. The highest occupied orbital energy is -8.6 eV. Its SMILES is CNCCCS. Its HOMO-LUMO gap is 9.532 eV.

***

Entry 14:
Below is a cluster of 2 separate species, C4H11NS2 in total, with properties calculated with the ωB97M-V functional and the def2-TZVPD basis.

Atoms and positions in Å:
N: -0.64 1.96 -1.53
C: 0.38 1.86 -0.52
C: -0.14 1.75 0.91
S: 1.07 1.18 2.09
S: -1.16 -1.20 -1.17
C: -0.56 -2.12 0.28
C: 0.92 -2.45 0.20
H: -1.15 1.05 -1.61
H: -1.27 2.74 -1.44
H: 0.97 0.97 -0.77
H: 1.09 2.70 -0.62
H: -0.55 2.72 1.25
H: -0.98 1.01 0.85
H: -0.77 -1.53 1.18
H: -1.16 -3.02 0.35
H: 1.32 -2.81 1.17
H: 1.50 -1.57 -0.10
H: 1.13 -3.24 -0.53

The net charge is -1. As for the expectation value of S²: 0.754. The highest occupied orbital energy (alpha / beta) is -2.9 / -2.7 eV. As for the multiplicity: 2. Its HOMO-LUMO gap (alpha / beta) is 6.148 / 3.982 eV.

***

Energy relative to the best compared isomer or geometry (same formula, charge and spin): 31.1, 131.7, 44.3, 43.0, 22.0, 49.1, 43.2, 11.5, 155.3, 30.5, 11.4, 33.6, 35.6, 0.4 (kcal/mol)